No. 1
Formula: C22H30N4O4
Source: the OMol25 dataset
Level of theory: ωB97M-V/def2-TZVPD

```
60
Properties=species:S:1:pos:R:3:lowdin_charge:R:1
C -6.6465 0.6848 -5.1478 -0.1182
O -6.4184 2.0415 -4.8639 -0.1862
C -6.4424 2.3667 -3.4940 -0.2267
C -5.1783 1.9319 -2.7419 -0.0791
C -5.2094 2.4622 -1.3165 -0.4462
O -6.1546 3.0964 -0.8871 0.0618
N -4.1435 2.1623 -0.5357 -0.0569
C -2.9128 1.5313 -0.9458 -0.1369
C -1.7762 2.5578 -0.9711 -0.0932
C -1.6230 3.1953 0.4177 -0.3227
O -1.2425 2.2311 1.3863 -0.0227
C 0.0442 1.8031 1.4658 -0.2509
C 1.1067 2.2528 0.6873 -0.0050
C 2.3717 1.7340 0.8877 -0.0043
C 2.6117 0.7511 1.8405 -0.1413
C 4.0117 0.2557 1.9884 -0.4563
O 4.9742 0.9405 1.6992 0.0652
N 4.1245 -1.0048 2.4691 0.0750
C 5.4010 -1.6732 2.6191 -0.1151
C 5.3949 -3.0072 1.9512 -0.2889
C 4.5614 -4.1063 2.2276 0.0087
C 4.9479 -5.0849 1.3358 -0.2846
C 4.4573 -6.4701 1.1251 -0.0249
N 5.9491 -4.5499 0.5997 -0.1736
C 6.6888 -5.1765 -0.4552 -0.0165
N 6.2221 -3.2995 0.9622 0.1260
C 1.5481 0.3146 2.6277 -0.0281
C 0.2858 0.8343 2.4437 0.0042
C -2.9662 3.7753 0.8722 -0.0901
C -4.0626 2.7129 0.8026 -0.1270
H -6.7471 0.6102 -6.2292 0.0882
H -5.8148 0.0477 -4.8240 0.0808
H -7.5688 0.3297 -4.6718 0.0902
H -7.3261 1.9339 -3.0064 0.1280
H -6.5275 3.4546 -3.4509 0.1310
H -5.1137 0.8418 -2.7161 0.1194
H -4.3074 2.3247 -3.2709 0.1285
H -3.0184 1.0611 -1.9211 0.1138
H -2.6673 0.7548 -0.2114 0.1341
H -0.8498 2.0621 -1.2642 0.1134
H -1.9988 3.3426 -1.6956 0.1283
H -0.8776 4.0026 0.3832 0.1462
H 0.9684 3.0106 -0.0679 0.1076
H 3.2039 2.0878 0.2981 0.1218
H 3.2991 -1.5657 2.6020 0.1218
H 5.6266 -1.7929 3.6877 0.1269
H 6.1591 -1.0338 2.1625 0.1218
H 3.7972 -4.1790 2.9753 0.1022
H 3.6545 -6.6873 1.8240 0.0804
H 4.0812 -6.5970 0.1096 0.0819
H 5.2599 -7.1914 1.2798 0.0820
H 7.2137 -6.0611 -0.0882 0.0904
H 7.4126 -4.4517 -0.8209 0.0904
H 6.0258 -5.4716 -1.2713 0.0903
H 1.7027 -0.4108 3.4134 0.1107
H -0.5423 0.5119 3.0558 0.1187
H -2.8750 4.1375 1.8960 0.1240
H -3.2263 4.6134 0.2246 0.1288
H -5.0338 3.1464 1.0435 0.1220
H -3.8345 1.9055 1.5044 0.1308
```

Values from the calculation:
Lowest unoccupied orbital energy   0.61 eV
Kohn-Sham gap   9.3 eV
E   -37451.66138 eV
SMILES string   COCCC(=O)N1CCC(Oc2ccc(C(=O)NCc3cc(C)n(C)n3)cc2)CC1
HOMO level   -0.3206 Eh
Largest force on an atom   0.9 eV/Å

No. 2
Formula: CH2Cl3OP
Source: the OMol25 dataset
Level of theory: ωB97M-V/def2-TZVPD

```
8
Properties=species:S:1:pos:R:3:lowdin_charge:R:1
C -0.1093 -0.1472 -0.5696 -0.6788
O -1.6961 2.3406 -0.7916 -0.3801
P -1.6619 0.9325 -0.9858 0.2886
Cl 1.0356 0.1572 -1.8908 0.5281
Cl -2.3171 0.4621 -2.7571 0.4036
Cl -3.4583 0.3768 2.0446 -0.2164
H -0.5606 -1.1449 -0.5659 0.0453
H 0.4493 0.0701 0.2703 0.0096
```

Values from the calculation:
Lowest unoccupied orbital energy (spin up / spin down)   -2.35 / -3.64 eV
Kohn-Sham gap (spin up / spin down)   8.6 / 5.4 eV
E   -49971.17303 eV
HOMO level (spin up / spin down)   -0.4025 / -0.3318 Eh
Largest force on an atom   3.4 eV/Å

No. 3
Formula: H2
Source: the OMol25 dataset
Level of theory: ωB97M-V/def2-TZVPD

```
2
Properties=species:S:1:pos:R:3:lowdin_charge:R:1
H 0.6876 -0.1092 0.0895 0.0000
H -0.6876 0.1092 -0.0895 0.0000
```

Values from the calculation:
Lowest unoccupied orbital energy   -0.06 eV
Kohn-Sham gap   11.6 eV
E   -28.86821 eV
HOMO level   -0.4303 Eh
Largest force on an atom   4.7 eV/Å